DFT (wB97M-V/def2-TZVPD) results for 2 unconnected molecules or ions with the total composition C5H10O.

Results
E_tot	-271.69817	Eh
charge	0
SMILES	C=C(C)C.C=O

```
16
Properties=species:S:1:pos:R:3:nbo_charge:R:1
C -0.6679 1.3327 -0.8899 -0.6490
C -0.7830 0.1222 -0.0026 0.0501
C -1.2024 -1.1478 -0.6920 -0.6480
C -0.5193 0.1692 1.3041 -0.4451
C 2.4583 -0.3378 0.6538 0.2866
O 2.5910 -1.0178 -0.3316 -0.5137
H -0.3630 2.2221 -0.3303 0.2135
H -1.6261 1.5463 -1.3805 0.2178
H 0.0656 1.1548 -1.6868 0.2211
H -0.2193 1.0948 1.7919 0.1943
H -2.1730 -1.0165 -1.1876 0.2155
H -1.2845 -1.9839 0.0083 0.2165
H -0.4766 -1.4189 -1.4691 0.2253
H -0.6052 -0.7148 1.9323 0.1977
H 2.5259 0.7681 0.6233 0.1073
H 2.2795 -0.7727 1.6569 0.1102
```